No. 1
17
Properties=species:S:1:pos:R:3:forces:R:3 method="wB97M-V/def2-TZVPD" total_charge=+1 e_lumo_ev=-2.93 homo_ev=-12.479 homo_lumo_gap_ev=9.55 de_lowest_kj_mol=207.7
C -0.51304 1.80750 -1.34017 -0.2 -0.4 -0.5
N -1.66499 2.30463 -1.85924 2.3 -0.9 1.2
O 0.25480 0.99733 -1.90405 -1.3 1.1 0.4
H -0.29370 2.11763 -0.30367 -0.2 0.2 -0.3
H -1.84943 2.13188 -2.81739 -0.4 0.0 -0.8
H -2.06842 3.06691 -1.36640 -0.6 0.5 0.1
C 0.88689 -0.74416 1.49958 -2.8 -3.7 0.1
C 0.09257 -1.49819 0.64145 1.5 2.3 1.8
N 0.40137 -1.30741 -0.77013 0.1 -1.1 -1.0
N 0.95777 -1.13815 2.84021 0.4 1.8 -0.6
H 1.44278 0.07071 1.10423 1.1 0.3 0.1
H -0.75320 -2.10063 0.95186 0.4 -0.3 -0.3
H -0.10880 -2.01185 -1.36939 1.0 1.0 0.7
H 0.24207 -0.32809 -1.14765 -0.2 -0.2 -0.2
H 1.43359 -1.41418 -0.86626 -1.0 -0.4 -0.4
H 0.10413 -1.47401 3.26043 0.0 -0.2 -0.1
H 1.43562 -0.47992 3.44659 -0.2 -0.1 -0.1

***

No. 2
17
Properties=species:S:1:pos:R:3:forces:R:3 method="wB97M-V/def2-TZVPD" total_charge=+1 e_lumo_ev=-2.97 homo_ev=-14.521 homo_lumo_gap_ev=11.55 de_lowest_kj_mol=318.5
C 2.76380 -0.36883 0.70417 0.8 2.7 -1.4
C 1.62736 -0.85211 -0.12277 -0.6 0.5 -1.1
C 0.26916 -0.10454 -0.40440 2.7 -0.1 -2.5
N -0.70539 -0.25343 0.39850 0.4 -0.4 -0.2
N 0.23993 0.54682 -1.60327 1.1 -1.8 2.4
N -3.04407 0.60531 0.45204 0.0 -0.9 -1.4
O 1.73190 -1.19681 1.22697 1.2 -0.8 0.2
H 3.76793 -0.72964 0.30405 -1.4 -0.3 1.3
H 2.85981 0.74268 1.01887 -0.7 -2.1 -0.1
H 1.96216 -1.60318 -0.92165 -1.1 0.8 1.2
H -1.85418 0.04406 0.13809 0.8 0.6 1.2
H -0.30763 -0.73902 1.19760 -0.9 -0.2 0.5
H 1.14144 0.60832 -2.03937 -0.2 0.4 -0.6
H -0.55554 1.04029 -1.88797 -0.9 0.8 -0.7
H -2.94574 0.61035 1.45858 -1.1 -0.8 0.1
H -3.20591 1.53031 0.19309 0.1 2.2 -0.5
H -3.74504 0.11943 -0.11252 -0.3 -0.6 1.5

***

No. 3
17
Properties=species:S:1:pos:R:3:forces:R:3 method="wB97M-V/def2-TZVPD" multiplicity=2 total_charge=+2 e_lumo_ev="-8.92 / -12.98" homo_ev="-16.448 / -16.252" homo_lumo_gap_ev="7.53 / 3.28" de_lowest_kj_mol=64.0
C -2.12489 1.81641 -0.91527 -0.2 -0.1 0.1
N -2.31485 0.73851 -1.73151 0.2 -0.3 0.8
O -1.12346 2.49204 -0.90196 0.4 -0.1 0.2
H -2.98064 2.01093 -0.25283 -0.1 0.2 -0.1
H -1.48450 0.39671 -2.17878 0.1 0.1 -0.5
H -2.96377 0.03449 -1.41196 -0.3 0.2 -0.3
C 1.39420 -0.13806 1.26611 0.8 0.7 0.8
C 0.76310 -1.06517 0.46055 -0.6 -0.5 -0.4
N 1.52782 -1.77256 -0.58323 -0.2 0.5 0.8
N 0.82887 0.61502 2.18555 -0.1 -0.1 -1.1
H 2.47022 -0.00333 1.16826 0.0 0.2 -0.1
H -0.28980 -1.32038 0.49163 0.0 0.1 0.0
H 1.32662 -1.35228 -1.50671 0.1 -0.2 -0.1
H 2.53811 -1.70568 -0.40038 0.0 -0.2 -0.3
H 1.25063 -2.76523 -0.59427 0.1 0.0 -0.2
H -0.17544 0.60091 2.36689 0.0 0.0 0.1
H 1.35779 1.41766 2.53788 -0.1 -0.3 0.4

***

No. 4
18
Properties=species:S:1:pos:R:3:forces:R:3 method="wB97M-V/def2-TZVPD" total_charge=-1 e_lumo_ev=3.92 homo_ev=-3.845 homo_lumo_gap_ev=7.77 de_lowest_kj_mol=91.3
C 0.65694 -1.14973 -1.42212 -0.9 1.0 -0.4
O 0.07420 -0.36164 -0.46461 0.5 -0.5 0.0
C 1.79008 -0.37450 -2.13517 -1.5 1.1 -1.1
N 2.20227 -1.08155 -3.36011 0.7 0.8 -0.9
H 1.06437 -2.10964 -1.04162 0.1 -0.1 0.1
H -0.11652 -1.42057 -2.20501 0.8 0.0 0.2
H 1.34291 0.63757 -2.41645 0.4 -1.3 0.1
H 2.56442 -0.11666 -1.43320 0.7 -0.2 0.4
H 2.87647 -0.58742 -3.99037 -0.8 -0.5 1.2
H 2.59725 -1.97424 -3.12935 0.2 -0.4 0.1
N -1.58929 1.28598 0.80879 -0.3 -0.3 0.5
C -1.37869 0.82261 2.11075 0.9 0.4 -1.3
N -0.34769 -0.08262 2.09252 -0.9 0.5 1.8
O -1.95946 1.25371 3.11740 0.2 -0.5 -0.5
H -1.08635 0.74946 0.04346 -0.6 0.4 0.6
H -2.50350 1.68739 0.65733 0.2 -0.1 -0.1
H 0.02822 -0.29951 3.00100 0.1 -0.1 -0.3
H 0.04787 -0.34574 1.18273 0.3 -0.3 -0.5

***

No. 5
18
Properties=species:S:1:pos:R:3:forces:R:3 method="wB97M-V/def2-TZVPD" e_lumo_ev=0.68 smiles="C=CCSP(=N)(N)N" homo_ev=-9.058 homo_lumo_gap_ev=9.74 de_lowest_kj_mol=94.0
C 0.55008 -1.69057 1.56920 -2.7 -5.7 -0.7
C -0.70724 -1.55199 1.16930 0.3 0.0 0.1
C -1.42228 -0.26213 1.14941 -1.1 1.8 -1.3
S -1.58745 0.31912 -0.61852 -0.6 0.0 0.1
P 0.40898 0.93207 -0.82981 0.7 -1.9 -0.7
N 1.22957 1.26645 0.42839 -0.3 0.9 0.6
N 0.22873 2.03878 -2.00948 0.8 0.2 -0.2
N 1.07665 -0.44830 -1.59265 -1.6 1.6 -0.1
H 1.03220 -2.68966 1.74540 -0.5 1.0 -0.8
H 1.05054 -0.90035 1.79724 3.2 4.8 1.8
H -1.23643 -2.34143 0.66450 -0.3 -0.6 0.4
H -2.50993 -0.26610 1.42901 1.2 -0.3 0.3
H -0.92830 0.68588 1.46417 -0.1 -1.4 1.0
H 0.85783 2.11406 0.86083 0.4 -0.1 0.2
H -0.13365 1.66033 -2.86405 -0.2 0.5 -0.4
H 0.01351 2.96826 -1.70004 -0.3 0.2 -0.5
H 1.84145 -0.81054 -1.06133 0.3 -0.4 0.3
H 0.23573 -1.02387 -1.60157 0.9 -0.8 -0.1

***

No. 6
17
Properties=species:S:1:pos:R:3:forces:R:3 method="wB97M-V/def2-TZVPD" total_charge=+1 e_lumo_ev=-3.48 smiles="C[C@@H](S)[NH+]=C(N)N" homo_ev=-13.166 homo_lumo_gap_ev=9.68 de_lowest_kj_mol=67.6
C 1.71503 1.34781 0.06568 0.3 -1.4 -0.5
C 0.81884 0.18473 -0.34766 3.7 -1.9 -1.6
S 1.80021 -1.65867 -0.05892 -1.1 1.8 -1.0
N -0.36421 0.21430 0.32336 -3.0 -0.7 0.8
C -1.45296 -0.57098 0.05025 -1.6 1.8 1.0
N -2.69067 -0.08159 0.41040 1.0 -1.2 0.8
N -1.33985 -1.71355 -0.57126 0.5 0.8 -0.1
H 2.73057 1.22430 -0.42368 -1.4 0.7 0.5
H 1.12487 2.24995 -0.07185 0.5 0.4 -0.7
H 1.80584 1.26546 1.12076 0.7 0.0 1.2
H 0.70870 0.20637 -1.43003 -0.2 -0.3 -0.1
H 1.48122 -2.12752 -1.31898 0.4 0.3 0.8
H -0.41662 0.92859 1.03900 -0.5 -0.2 0.0
H -3.44826 -0.78290 0.57410 1.0 1.0 -0.2
H -2.57912 0.61743 1.14634 -0.7 -0.2 -0.3
H -2.03571 -2.26650 -1.00467 -1.2 -0.1 0.0
H -0.46691 -1.78692 -1.00224 1.7 -0.9 -0.5

***

No. 7
17
Properties=species:S:1:pos:R:3:forces:R:3 method="wB97M-V/def2-TZVPD" total_charge=+1 e_lumo_ev=-4.50 homo_ev=-12.998 homo_lumo_gap_ev=8.49 de_lowest_kj_mol=568.0
C -0.63839 -0.43839 1.56300 -0.8 -0.5 1.6
C 1.54111 -1.18607 0.72041 0.8 -3.3 -4.8
C -1.45757 1.65150 0.49060 -2.1 -1.4 -1.1
N 0.28151 -1.16558 0.56959 -0.3 1.5 0.7
N -1.64936 0.21614 0.75387 1.9 0.4 1.9
N -0.44567 -1.50100 -0.46170 0.0 -1.2 -5.7
S -2.08563 -0.90518 -0.34571 -0.3 -0.8 -0.2
H -1.10156 -1.14720 2.28236 0.1 -0.4 -1.2
H 0.03381 0.05058 2.28943 -0.4 1.0 -1.0
H 0.20263 -1.23260 -3.89136 -0.1 -0.1 1.4
H 2.24065 -1.72198 -0.05949 -1.7 1.2 1.6
H 1.93324 -0.75958 1.52746 1.5 1.6 3.3
H -1.89205 2.04664 1.35697 0.6 1.5 1.5
H -0.51751 1.94625 0.09874 1.0 0.4 0.1
H -2.24177 1.89662 -0.21397 0.1 0.1 -0.6
H -0.08464 -1.41886 -1.54998 -0.3 -0.2 4.0
H 0.16904 -1.28678 -3.10620 0.1 0.1 -1.6